Entry 1:
C6H10 | the ωB97M-V functional and the def2-TZVPD basis

The gap between HOMO and LUMO is 10.8 eV. As for the maximum force: 0.30 eV/Å. Its SMILES is C[C@H]1C[C@H]2C[C@H]21.

Structure (XYZ):
```
16
C6H10 the ωB97M-V functional and the def2-TZVPD basis
C -0.925 -0.128 1.688
C -0.239 -0.694 0.455
C -0.809 -0.386 -0.962
C 0.597 0.012 -1.416
C 1.041 1.202 -0.630
C 1.122 -0.158 0.000
H -1.963 -0.479 1.745
H -0.415 -0.449 2.603
H -0.942 0.968 1.678
H -0.156 -1.783 0.559
H -1.229 -1.262 -1.461
H -1.543 0.430 -1.007
H 1.067 -0.284 -2.349
H 0.312 1.946 -0.307
H 2.002 1.621 -0.920
H 2.080 -0.555 0.324
```

Population analysis type Löwdin, resulting atomic charges in e: atom 1 (C): -0.070, atom 2 (C): -0.331, atom 3 (C): -0.113, atom 4 (C): -0.222, atom 5 (C): -0.095, atom 6 (C): -0.199, atom 7 (H): 0.076, atom 8 (H): 0.074, atom 9 (H): 0.072, atom 10 (H): 0.134, atom 11 (H): 0.105, atom 12 (H): 0.110, atom 13 (H): 0.127, atom 14 (H): 0.103, atom 15 (H): 0.102, atom 16 (H): 0.128

---

Entry 2:
C6H10 | the ωB97M-V functional and the def2-TZVPD basis

The gap between HOMO and LUMO is 10.7 eV. As for the maximum force: 3.00 eV/Å. Its SMILES is C1C[C@@H]2C[C@@H]2C1.

Structure (XYZ):
```
16
C6H10 the ωB97M-V functional and the def2-TZVPD basis
C 0.206 -1.185 -1.106
C -0.168 0.270 -1.155
C -1.147 0.756 -0.097
C -0.592 0.222 1.242
C 0.934 0.145 1.039
C 1.067 -0.089 -0.434
H -0.360 -1.867 -0.481
H 0.532 -1.631 -2.053
H -0.151 0.766 -2.118
H -1.151 1.853 -0.099
H -2.174 0.424 -0.287
H -0.994 -0.776 1.448
H -0.867 0.853 2.092
H 1.412 -0.625 1.655
H 1.407 1.102 1.293
H 2.022 -0.254 -0.955
```

Population analysis type Löwdin, resulting atomic charges in e: atom 1 (C): -0.079, atom 2 (C): -0.270, atom 3 (C): -0.156, atom 4 (C): -0.186, atom 5 (C): -0.163, atom 6 (C): -0.257, atom 7 (H): 0.096, atom 8 (H): 0.100, atom 9 (H): 0.131, atom 10 (H): 0.110, atom 11 (H): 0.109, atom 12 (H): 0.103, atom 13 (H): 0.104, atom 14 (H): 0.111, atom 15 (H): 0.111, atom 16 (H): 0.135

---

Entry 3:
C6H10 | the ωB97M-V functional and the def2-TZVPD basis

The gap between HOMO and LUMO (spin up / spin down) is 7.4 / 7.6 eV. As for the maximum force: 0.70 eV/Å.

Structure (XYZ):
```
16
C6H10 the ωB97M-V functional and the def2-TZVPD basis
C 1.052 -1.143 1.751
C 0.347 -0.797 0.447
C -0.578 0.431 0.592
C -1.286 0.654 -0.698
C -0.725 1.032 -1.881
C 0.561 1.631 -2.029
H 1.628 -0.284 2.113
H 1.743 -1.982 1.618
H 0.332 -1.420 2.530
H 1.076 -0.561 -0.337
H -0.231 -1.659 0.086
H -1.303 0.242 1.394
H 0.036 1.300 0.856
H -1.343 0.743 -2.734
H -2.318 0.305 -0.752
H 0.886 1.433 -3.073
```

Population analysis type Löwdin, resulting atomic charges in e: atom 1 (C): -0.117, atom 2 (C): -0.265, atom 3 (C): -0.215, atom 4 (C): -0.084, atom 5 (C): -0.267, atom 6 (C): 0.090, atom 7 (H): 0.076, atom 8 (H): 0.071, atom 9 (H): 0.073, atom 10 (H): 0.101, atom 11 (H): 0.113, atom 12 (H): 0.113, atom 13 (H): 0.122, atom 14 (H): 0.088, atom 15 (H): 0.108, atom 16 (H): -0.009

---

Summary of energy relative to the best compared isomer or geometry (same formula, charge and spin) in eV
1.293, 0.637, 4.059
(order as listed above)